Record 1
A structure of composition C15H30N3O2PPdSe3Te. Source: OMol25; level of theory: ωB97M-V/def2-TZVPD.

Output
E_HOMO (spin up / spin down) = -6.82 / -7.18 eV
LUMO level (spin up / spin down) = -0.31 / -1.38 eV
Frontier orbital gap (spin up / spin down) = 6.5073 / 5.8007 eV
Relative energy (zero: lowest compared OMol25 entry of this formula, charge and spin) = 0.0 kJ/mol

Structure (ORCA input):
```
! wB97M-V def2-TZVPD RIJCOSX def2/J DEFGRID3
* xyz 0 3
Pd 2.00 0.51 2.68
Se 1.94 -0.72 4.93
Se 2.46 -2.00 3.05
Te 4.52 -0.56 2.30
Se 4.60 -0.73 -0.06
O 1.11 0.11 0.62
P -0.11 -0.18 -0.18
N -0.24 0.84 -1.46
C 0.88 1.68 -1.90
C 0.75 1.67 -3.42
C -0.76 1.62 -3.63
C -1.23 0.66 -2.53
N -0.18 -1.70 -0.86
C 0.90 -2.09 -1.78
C 0.60 -3.56 -2.10
C -0.27 -4.05 -0.92
C -0.37 -2.85 0.03
N -1.44 -0.09 0.79
C -1.33 -0.28 2.26
C -2.77 -0.14 2.72
C -3.56 -0.79 1.58
C -2.82 -0.31 0.34
H 1.83 1.28 -1.55
H 0.78 2.70 -1.51
H 1.22 0.77 -3.82
H 1.22 2.54 -3.88
H -1.05 1.28 -4.62
H -1.20 2.61 -3.47
H -1.24 -0.38 -2.89
H -2.24 0.90 -2.19
H 1.88 -2.00 -1.28
H 0.90 -1.45 -2.66
H 1.51 -4.13 -2.21
H 0.04 -3.63 -3.03
H 0.17 -4.92 -0.41
H -1.26 -4.35 -1.27
H 0.41 -2.90 0.79
H -1.34 -2.79 0.54
H -0.67 0.47 2.70
H -0.93 -1.26 2.51
H -3.04 0.91 2.81
H -2.94 -0.62 3.69
H -4.61 -0.52 1.57
H -3.49 -1.88 1.66
H -3.25 0.63 -0.03
H -2.86 -1.04 -0.48
C 0.27 3.05 1.90
C 1.74 2.89 2.22
C 2.73 3.14 1.11
O 2.11 2.71 3.38
H 0.08 4.11 1.71
H -0.33 2.73 2.74
H 0.00 2.50 1.00
H 2.59 4.16 0.73
H 2.56 2.45 0.29
H 3.74 3.02 1.49
*
```

Löwdin population analysis, charges in e, atoms 1 to 2:
1 Pd 0.129
2 Se -0.010


Record 2
A structure of composition C15H30N8PdS in a non-equilibrium geometry. Source: OMol25; level of theory: ωB97M-V/def2-TZVPD.

Output
E_HOMO = 1.61 eV
LUMO level = 4.45 eV
Frontier orbital gap = 2.8438 eV

Structure (ORCA input):
```
! wB97M-V def2-TZVPD RIJCOSX def2/J DEFGRID3
* xyz -2 1
Pd -2.48 -0.68 -0.67
C -1.23 0.13 4.36
N -1.51 1.37 3.63
C -2.90 1.80 3.81
C -3.04 2.87 2.73
N -2.11 2.41 1.72
C -2.47 2.48 0.31
C -1.23 1.47 2.24
N -0.25 1.02 1.56
C 0.75 0.17 2.19
C 1.88 -0.23 1.24
N 1.57 -1.45 0.54
C 2.13 -1.80 -0.55
N 1.80 -2.98 -1.19
C 0.63 -3.75 -0.82
C 2.19 -2.89 -2.59
C 3.41 -2.00 -2.48
N 3.10 -1.15 -1.33
C 4.29 -0.59 -0.71
H -1.76 0.21 5.32
H -0.17 0.03 4.58
H -1.63 -0.73 3.83
H -3.04 2.19 4.82
H -3.57 0.96 3.61
H -2.76 3.86 3.12
H -4.06 2.93 2.34
H -3.41 3.03 0.23
H -2.66 1.48 -0.10
H -1.71 3.00 -0.28
H 0.32 -0.75 2.58
H 1.22 0.73 3.02
H 2.79 -0.38 1.84
H 2.07 0.63 0.58
H -0.10 -3.14 -0.27
H 0.91 -4.61 -0.21
H 0.13 -4.10 -1.72
H 1.40 -2.41 -3.19
H 2.42 -3.87 -3.01
H 3.60 -1.40 -3.37
H 4.30 -2.61 -2.27
H 4.89 -0.11 -1.49
H 4.91 -1.37 -0.24
H 4.04 0.15 0.04
S -3.90 -1.23 1.16
C -1.01 1.10 -4.36
N -0.71 0.54 -3.06
C 0.08 1.42 -2.22
C -1.79 -0.04 -2.43
N -2.91 -0.41 -2.75
H -0.08 1.34 -4.88
H -1.62 2.01 -4.29
H -1.57 0.36 -4.95
H 1.02 1.65 -2.71
H 0.27 0.93 -1.27
H -0.45 2.37 -2.00
*
```

Löwdin population analysis, charges in e, atoms 1 to 2:
1 Pd 0.151
2 C -0.094


Record 3
A structure of composition C15H31AsCl28F6O5PY in a non-equilibrium geometry. Source: OMol25; level of theory: ωB97M-V/def2-TZVPD.

Output
E_HOMO = 1.37 eV
LUMO level = 2.78 eV
Frontier orbital gap = 1.4107 eV
Relative energy (zero: lowest compared OMol25 entry of this formula, charge and spin) = 63.5 kJ/mol

Structure (ORCA input):
```
! wB97M-V def2-TZVPD RIJCOSX def2/J DEFGRID3
* xyz -2 1
Y 2.11 0.87 2.29
C -0.11 -0.23 -0.46
O 0.78 0.39 0.50
H -1.07 0.28 -0.58
H 0.37 -0.32 -1.43
H -0.34 -1.26 -0.18
P 3.53 2.32 4.00
O 2.12 2.65 3.50
O 3.08 0.86 4.18
O 4.19 2.31 5.43
O 4.20 1.35 3.03
As 4.33 -2.38 2.81
F 2.99 -3.13 3.70
F 3.21 -1.05 2.29
F 5.74 -1.67 1.97
F 5.39 -3.71 3.40
F 3.92 -3.28 1.35
F 4.79 -1.39 4.24
C -2.22 3.14 -0.56
Cl -3.36 2.21 -1.59
Cl -2.76 4.82 -0.33
H -2.20 2.71 0.44
H -1.22 3.13 -1.00
C 2.22 -0.33 -6.87
Cl 0.79 -1.38 -6.74
Cl 3.72 -1.25 -7.13
H 2.04 0.39 -7.67
H 2.33 0.20 -5.92
C 1.22 5.32 -0.20
Cl 2.66 6.35 -0.60
Cl 1.75 3.81 0.57
H 0.56 5.89 0.45
H 0.68 5.05 -1.10
C -5.51 -1.91 1.68
Cl -5.85 -0.96 3.14
Cl -3.77 -2.25 1.61
H -6.13 -2.81 1.64
H -5.75 -1.30 0.81
C 3.05 -0.31 -2.99
Cl 3.84 -1.34 -1.78
Cl 4.21 0.91 -3.65
H 2.63 -0.97 -3.75
H 2.30 0.23 -2.42
C -1.51 -0.83 4.07
Cl -2.28 0.38 5.19
Cl 0.26 -0.56 3.96
H -1.71 -1.85 4.40
H -1.97 -0.65 3.10
C 0.58 -4.40 1.55
Cl -0.43 -4.01 2.95
Cl 0.40 -6.14 1.21
H 0.12 -3.86 0.72
H 1.60 -4.15 1.85
C -4.22 -5.84 -0.06
Cl -2.50 -5.52 -0.31
Cl -4.55 -6.34 1.58
H -4.80 -4.93 -0.17
H -4.63 -6.55 -0.79
C -0.34 3.15 -4.64
Cl 0.02 1.51 -3.92
Cl -0.71 4.34 -3.33
H 0.54 3.51 -5.18
H -1.14 3.03 -5.37
C 5.25 2.23 -0.79
Cl 3.86 1.40 -0.16
Cl 5.80 3.53 0.42
H 6.03 1.54 -1.11
H 4.90 2.81 -1.64
C -3.32 -1.39 -2.06
Cl -4.74 -2.52 -1.93
Cl -2.49 -1.67 -3.56
H -3.56 -0.32 -2.02
H -2.64 -1.63 -1.24
C -1.17 4.12 3.61
Cl -0.94 5.45 2.48
Cl -0.81 2.66 2.70
H -0.45 4.21 4.43
H -2.21 4.08 3.93
C 1.00 -4.01 -4.10
Cl 2.55 -3.28 -4.67
Cl 0.82 -3.78 -2.37
H 0.14 -3.60 -4.62
H 1.08 -5.09 -4.24
C -5.33 2.55 2.90
Cl -4.28 1.65 1.87
Cl -5.29 4.29 2.55
H -6.34 2.15 2.79
H -5.06 2.39 3.94
*
```

Löwdin population analysis, charges in e, atoms 1 to 2:
1 Y 1.102
2 C -0.254


Record 4
A structure of composition C15H31BaNO3P2 in a non-equilibrium geometry. Source: OMol25; level of theory: ωB97M-V/def2-TZVPD.

Output
E_HOMO = -4.55 eV
LUMO level = -0.66 eV
Frontier orbital gap = 3.8941 eV
Relative energy (zero: lowest compared OMol25 entry of this formula, charge and spin) = 326.5 kJ/mol

Structure (ORCA input):
```
! wB97M-V def2-TZVPD RIJCOSX def2/J DEFGRID3
* xyz 0 1
P 0.31 -1.76 1.65
P 0.39 1.96 1.53
C -0.07 -0.58 0.23
C 0.65 0.76 0.14
H -1.14 -0.52 0.01
H 0.29 -1.19 -0.59
H 1.71 0.60 -0.14
H 0.12 1.33 -0.64
C -1.38 2.45 1.05
H -1.69 3.12 1.87
H -2.12 1.63 1.01
H -1.53 3.02 0.11
C 1.19 3.58 1.15
H 0.91 4.12 0.24
H 2.28 3.48 1.20
H 0.85 4.17 2.02
C -0.74 -3.22 1.17
H -0.74 -3.78 2.12
H -0.41 -3.91 0.36
H -1.80 -2.94 1.00
C 2.00 -2.41 1.24
H 2.73 -1.58 1.24
H 2.14 -3.00 0.31
H 2.25 -3.04 2.10
Ba -1.45 0.07 3.21
C 0.35 1.64 -2.58
C -1.00 1.73 -2.50
C -1.90 1.01 -3.44
C -1.45 -0.47 -3.71
C -0.76 -1.19 -2.59
C 0.58 -1.37 -2.65
C 1.50 -0.55 -3.50
C 1.06 0.94 -3.70
C 0.14 -2.36 3.93
H 1.05 2.23 -1.95
H -1.52 2.34 -1.77
H -1.89 1.47 -4.47
H -2.93 1.04 -3.02
H -2.38 -1.03 -3.93
H -0.81 -0.51 -4.62
H -1.43 -1.68 -1.85
H 1.15 -2.16 -2.12
H 1.55 -0.95 -4.55
H 2.51 -0.60 -3.03
H 2.02 1.48 -3.81
H 0.50 1.07 -4.65
H 1.07 -1.94 4.37
H 0.25 -3.46 3.70
H -0.80 -2.13 4.55
O -1.62 0.56 5.74
N -0.36 0.78 6.11
O -0.04 0.72 7.29
O 0.43 1.02 5.12
*
```

Löwdin population analysis, charges in e, atoms 1 to 2:
1 P 0.622
2 P 0.782


Record 5
A cluster of 4 separate species, C15H31Br2O5PS in total in a non-equilibrium geometry. Source: OMol25; level of theory: ωB97M-V/def2-TZVPD.

Output
SMILES = C#CP(/C(Br)=C(\C)Br)S(C)(=O)=O.CC(C)O.CC(C)O.CC(C)O
E_HOMO = -8.99 eV
LUMO level = -0.08 eV
Frontier orbital gap = 8.9136 eV

Structure (ORCA input):
```
! wB97M-V def2-TZVPD RIJCOSX def2/J DEFGRID3
* xyz 0 1
C -3.72 -0.77 2.62
C -2.70 -1.15 2.10
P -1.52 -1.84 0.98
C -0.91 -0.51 -0.14
Br 1.00 -0.32 -0.39
C -1.73 0.25 -0.83
C -3.21 0.14 -0.70
Br -1.08 1.57 -2.05
S 0.02 -2.43 2.40
C 0.13 -1.15 3.66
O -0.55 -3.57 3.05
O 1.26 -2.69 1.76
H -4.54 -0.62 3.26
H -3.68 0.83 -1.36
H -3.56 -0.87 -0.83
H -3.46 0.46 0.30
H 1.12 -1.06 4.08
H -0.14 -0.17 3.30
H -0.59 -1.41 4.41
C -7.33 0.90 -4.35
C -5.87 0.55 -4.08
C -5.53 -0.84 -4.60
O -5.61 0.61 -2.67
H -8.00 0.19 -3.85
H -7.56 1.89 -3.96
H -7.55 0.88 -5.42
H -5.23 1.29 -4.54
H -6.14 -1.60 -4.11
H -4.49 -1.08 -4.39
H -5.70 -0.91 -5.68
H -6.18 -0.03 -2.24
C 4.51 0.78 4.06
C 3.21 1.51 4.38
C 3.42 3.02 4.45
O 2.69 1.05 5.63
H 5.25 0.97 4.84
H 4.34 -0.30 4.03
H 4.92 1.10 3.10
H 2.46 1.28 3.62
H 4.14 3.27 5.24
H 2.49 3.53 4.69
H 3.80 3.41 3.50
H 3.34 1.24 6.31
C 3.86 0.19 -2.66
C 5.29 -0.25 -2.39
C 5.54 -1.66 -2.90
O 5.56 -0.19 -0.99
H 3.15 -0.47 -2.15
H 3.69 1.20 -2.28
H 3.63 0.18 -3.73
H 5.98 0.44 -2.86
H 4.88 -2.37 -2.40
H 6.57 -1.96 -2.70
H 5.37 -1.72 -3.98
H 4.95 -0.80 -0.54
*
```

Löwdin population analysis, charges in e, atoms 1 to 2:
1 C 0.082
2 C -0.370


Record 6
A structure of composition C15H31Cl3GeN7OSc in a non-equilibrium geometry. Source: OMol25; level of theory: ωB97M-V/def2-TZVPD.

Output
E_HOMO (spin up / spin down) = -16.08 / -16.08 eV
LUMO level (spin up / spin down) = -8.45 / -12.93 eV
Frontier orbital gap (spin up / spin down) = 7.6275 / 3.1413 eV

Structure (ORCA input):
```
! wB97M-V def2-TZVPD RIJCOSX def2/J DEFGRID3
* xyz 3 2
Sc -0.40 -0.98 -0.10
C 4.79 -0.03 -0.24
N 4.14 -0.84 0.77
C 4.99 -1.60 1.65
C 4.03 -2.34 2.56
N 2.74 -1.85 2.14
C 1.57 -2.16 2.91
C 2.82 -1.01 1.07
N 1.73 -0.54 0.51
C 1.74 0.52 -0.51
C 0.93 1.69 0.06
N -0.47 1.30 0.30
C -1.30 2.23 0.73
N -2.61 1.96 0.97
C -3.29 0.74 0.65
C -3.36 3.10 1.45
C -2.30 4.18 1.53
N -1.09 3.55 1.04
C 0.07 4.40 0.97
H 5.86 -0.21 -0.18
H 4.64 1.03 -0.06
H 4.46 -0.30 -1.24
H 5.66 -0.93 2.20
H 5.62 -2.28 1.06
H 4.21 -2.15 3.62
H 4.08 -3.43 2.42
H 1.57 -3.22 3.18
H 0.66 -1.93 2.34
H 1.56 -1.58 3.84
H 1.28 0.15 -1.45
H 2.74 0.90 -0.75
H 0.98 2.52 -0.66
H 1.40 1.98 1.00
H -3.39 0.63 -0.44
H -4.28 0.75 1.10
H -2.74 -0.13 1.05
H -3.82 2.89 2.42
H -4.16 3.35 0.75
H -2.14 4.53 2.56
H -2.53 5.06 0.93
H -0.20 5.37 1.37
H 0.40 4.55 -0.06
H 0.89 4.01 1.57
C -3.92 -2.30 -3.97
N -2.79 -1.59 -3.42
C -1.85 -1.00 -4.35
C -2.61 -1.48 -2.14
O -1.62 -0.87 -1.61
H -3.59 -3.08 -4.65
H -4.56 -1.61 -4.53
H -4.50 -2.75 -3.17
H -2.14 -1.27 -5.36
H -0.84 -1.36 -4.15
H -1.86 0.09 -4.26
H -3.38 -1.93 -1.50
Cl 0.70 -2.89 -1.12
Ge -0.70 -4.64 -0.15
Cl -1.68 -2.59 1.07
Cl -2.11 -4.65 -1.74
*
```

Löwdin population analysis, charges in e, atoms 1 to 2:
1 Sc 0.543
2 C -0.022


Copy entry 1 word for word.
A structure of composition C15H30N3O2PPdSe3Te. Source: OMol25; level of theory: ωB97M-V/def2-TZVPD.

Output
E_HOMO (spin up / spin down) = -6.82 / -7.18 eV
LUMO level (spin up / spin down) = -0.31 / -1.38 eV
Frontier orbital gap (spin up / spin down) = 6.5073 / 5.8007 eV
Relative energy (zero: lowest compared OMol25 entry of this formula, charge and spin) = 0.0 kJ/mol

Structure (ORCA input):
```
! wB97M-V def2-TZVPD RIJCOSX def2/J DEFGRID3
* xyz 0 3
Pd 2.00 0.51 2.68
Se 1.94 -0.72 4.93
Se 2.46 -2.00 3.05
Te 4.52 -0.56 2.30
Se 4.60 -0.73 -0.06
O 1.11 0.11 0.62
P -0.11 -0.18 -0.18
N -0.24 0.84 -1.46
C 0.88 1.68 -1.90
C 0.75 1.67 -3.42
C -0.76 1.62 -3.63
C -1.23 0.66 -2.53
N -0.18 -1.70 -0.86
C 0.90 -2.09 -1.78
C 0.60 -3.56 -2.10
C -0.27 -4.05 -0.92
C -0.37 -2.85 0.03
N -1.44 -0.09 0.79
C -1.33 -0.28 2.26
C -2.77 -0.14 2.72
C -3.56 -0.79 1.58
C -2.82 -0.31 0.34
H 1.83 1.28 -1.55
H 0.78 2.70 -1.51
H 1.22 0.77 -3.82
H 1.22 2.54 -3.88
H -1.05 1.28 -4.62
H -1.20 2.61 -3.47
H -1.24 -0.38 -2.89
H -2.24 0.90 -2.19
H 1.88 -2.00 -1.28
H 0.90 -1.45 -2.66
H 1.51 -4.13 -2.21
H 0.04 -3.63 -3.03
H 0.17 -4.92 -0.41
H -1.26 -4.35 -1.27
H 0.41 -2.90 0.79
H -1.34 -2.79 0.54
H -0.67 0.47 2.70
H -0.93 -1.26 2.51
H -3.04 0.91 2.81
H -2.94 -0.62 3.69
H -4.61 -0.52 1.57
H -3.49 -1.88 1.66
H -3.25 0.63 -0.03
H -2.86 -1.04 -0.48
C 0.27 3.05 1.90
C 1.74 2.89 2.22
C 2.73 3.14 1.11
O 2.11 2.71 3.38
H 0.08 4.11 1.71
H -0.33 2.73 2.74
H 0.00 2.50 1.00
H 2.59 4.16 0.73
H 2.56 2.45 0.29
H 3.74 3.02 1.49
*
```

Löwdin population analysis, charges in e, atoms 1 to 2:
1 Pd 0.129
2 Se -0.010